[1]
Below is C41H44AgBrN8O3S as an isolated structure, with properties calculated with ωB97M-V with the def2-TZVPD basis set.

Element x y z (Å)
Ag  -0.1472  0.2351  -0.4071
C  4.8443  -2.4690  2.2968
C  3.8716  -2.5492  1.1207
C  2.6106  -3.3254  1.4236
C  2.6895  -4.7148  1.4871
C  1.5629  -5.4945  1.6757
C  0.3241  -4.8783  1.7825
C  0.1916  -3.5000  1.7131
C  -1.1743  -2.8690  1.8225
C  -1.8126  -3.0735  3.1943
C  1.3529  -2.7085  1.5606
N  1.1979  -1.3221  1.4602
C  1.7345  -0.5542  2.3327
C  1.6523  0.8672  2.3143
C  2.2151  1.7612  3.2447
C  1.8565  3.0369  2.8043
C  1.1097  2.8327  1.6281
N  0.9867  1.5364  1.3356
H  5.7507  -1.9248  2.0227
H  5.1336  -3.4676  2.6331
H  4.3912  -1.9577  3.1468
H  4.3764  -3.0447  0.2841
H  3.6189  -1.5471  0.7762
H  3.6605  -5.1859  1.3633
H  1.6438  -6.5747  1.7130
H  -0.5704  -5.4817  1.8990
H  -1.8309  -3.2921  1.0576
H  -1.1077  -1.8054  1.6023
H  -1.9627  -4.1333  3.4161
H  -2.7816  -2.5758  3.2412
H  -1.1790  -2.6657  3.9879
H  2.2784  -0.9870  3.1853
H  2.8197  1.5027  4.1042
H  2.1078  3.9862  3.2554
H  0.6622  3.5817  0.9873
N  -5.5796  -0.7964  -6.7720
C  -5.1209  -0.8493  -5.4360
C  -4.4370  0.2307  -4.8837
C  -4.0109  0.1868  -3.5670
C  -4.2571  -0.9361  -2.7879
C  -4.9437  -2.0082  -3.3290
C  -5.3824  -1.9624  -4.6439
S  -3.6232  -0.9679  -1.1216
O  -3.8940  0.3549  -0.6022
O  -4.2628  -2.0786  -0.4488
N  -2.0465  -1.0996  -1.2556
C  -1.4891  -2.2459  -1.6957
N  -2.2146  -3.2278  -2.2790
C  -1.5552  -4.3148  -2.6479
C  -0.1953  -4.4858  -2.4714
C  0.4659  -3.4106  -1.8844
N  -0.1496  -2.3090  -1.5134
H  -5.0046  -0.1975  -7.3467
H  -5.6345  -1.7122  -7.1933
H  -4.2291  1.1059  -5.4898
H  -3.4719  1.0212  -3.1374
H  -5.1084  -2.8804  -2.7127
H  -5.9222  -2.8045  -5.0655
H  -2.1531  -5.0981  -3.1116
H  0.3198  -5.3892  -2.7653
H  1.5362  -3.4446  -1.6953
C  -1.6226  -1.9221  7.8970
C  -1.1274  -0.4855  7.8274
N  -1.0801  0.0191  6.4581
C  0.2544  0.2369  5.9020
C  1.0240  -1.0607  5.7216
C  -2.2183  0.6090  5.9874
O  -3.2212  0.7151  6.6889
C  -2.2666  1.0198  4.5498
C  -3.0414  2.1183  4.1945
C  -3.1652  2.4376  2.8561
C  -2.5377  1.6287  1.9134
N  -1.8198  0.5603  2.2431
C  -1.6839  0.2748  3.5288
H  -1.6564  -2.2664  8.9334
H  -0.9800  -2.5943  7.3282
H  -2.6294  -1.9864  7.4845
H  -0.1230  -0.3962  8.2476
H  -1.7915  0.1565  8.4067
H  0.7987  0.9096  6.5786
H  0.1851  0.7564  4.9499
H  1.1923  -1.5737  6.6703
H  1.9958  -0.8516  5.2749
H  0.4894  -1.7398  5.0552
H  -3.5424  2.6868  4.9675
H  -3.7518  3.2867  2.5319
H  -2.6263  1.8258  0.8522
H  -1.0959  -0.6097  3.7528
Br  1.7130  3.6015  -6.3017
C  1.2098  2.6976  -4.6799
C  1.9569  2.8926  -3.5337
C  1.5729  2.2271  -2.3693
C  0.4698  1.3625  -2.2876
C  -0.2330  1.2163  -3.4956
C  0.1087  1.8617  -4.6831
H  2.8185  3.5505  -3.5505
H  2.1712  2.4055  -1.4784
H  -1.0913  0.5478  -3.5270
H  -0.4631  1.7147  -5.5925

Results
2S+1 ... 1
Total charge ... -2

Atom charges from the Mulliken analysis, given in e for atoms 1 to 4: Ag 0.13; C -1.25; C -0.99; C 0.99



[2]
Below is C2H6BBrClNO6P2V as an isolated structure, with properties calculated with ωB97M-V with the def2-TZVPD basis set.

Element x y z (Å)
N  1.0226  -0.1549  2.8677
C  0.6322  -0.7335  1.9498
O  0.2930  -1.3840  0.8703
P  -0.2871  -0.4004  -0.5003
Br  1.1158  -1.7879  -1.7077
C  0.4118  1.1327  -1.1468
B  1.8725  1.4788  -0.5576
O  2.3432  2.7639  -0.6822
O  2.6173  0.4973  0.0251
P  -1.9414  0.4674  0.8965
O  -2.9082  1.0206  -0.2874
Cl  -1.1409  2.1628  1.6818
H  -1.3424  -0.9705  -1.2375
H  -0.2555  1.9941  -1.0105
H  0.5251  0.9949  -2.2342
H  1.7538  3.4440  -0.3343
H  3.1116  0.8211  0.7928
H  -2.4539  1.3139  -1.0938
O  -2.3724  -5.5778  -0.1601
V  -1.8046  -4.2255  0.4871
O  -1.1927  -2.8569  1.3811

Results
2S+1 ... 1
Total charge ... +1

Atom charges from the natural (NBO) analysis, given in e for atoms 1 to 4: N -0.32; C 0.51; O -0.67; P 1.06



[3]
Below is C23H31N2P2S2Ti as an isolated structure, with properties calculated with ωB97M-V with the def2-TZVPD basis set.

Element x y z (Å)
Ti  0.5969  1.0300  -0.2810
N  2.5475  1.6886  -0.8869
C  3.2474  2.3020  0.2748
C  2.6952  3.6914  0.5730
C  1.2343  3.6644  1.0108
N  0.3863  3.1610  -0.1076
H  3.0947  0.8614  -1.1610
H  2.6396  2.3353  -1.6839
H  4.3221  2.3839  0.0662
H  3.1232  1.6462  1.1507
H  2.7961  4.3370  -0.3074
H  3.3011  4.1409  1.3599
H  0.9281  4.6828  1.2844
H  1.0913  3.0167  1.8936
H  0.6376  3.7222  -0.9361
H  -0.5835  3.4305  0.1041
C  -2.9955  2.1859  0.3634
P  -1.9241  1.0288  -0.5601
C  -3.1123  -0.2824  -1.0009
C  -1.4697  1.8389  -2.1430
C  -0.3707  1.2451  -2.8051
C  0.1287  1.8236  -3.9664
C  -0.4498  2.9878  -4.4601
C  -1.5337  3.5693  -3.8143
C  -2.0361  3.0063  -2.6467
H  -2.4965  3.1125  0.6562
H  -3.3507  1.6826  1.2670
H  -3.8698  2.4260  -0.2509
H  -3.9821  0.1877  -1.4668
H  -3.4385  -0.7941  -0.0928
H  -2.6756  -1.0009  -1.6935
H  -0.0507  0.2246  -2.5399
H  0.9268  1.3438  -4.5165
H  -0.0701  3.4273  -5.3668
H  -2.0067  4.4472  -4.2300
H  -2.8790  3.4689  -2.1510
S  1.4990  -1.1097  -0.7432
P  0.5972  -1.5672  1.0439
S  0.3475  0.3045  1.9223
C  1.6029  -2.6598  2.0636
C  1.7140  -3.9660  1.5825
C  2.4147  -4.8924  2.3283
C  2.9954  -4.5146  3.5321
C  2.8729  -3.2153  4.0017
C  2.1765  -2.2698  3.2679
C  -0.9405  -2.4455  0.6693
C  -1.1362  -2.9786  -0.6045
C  -2.1543  -3.8952  -0.7995
C  -2.9738  -4.2600  0.2589
C  -2.7926  -3.7066  1.5199
C  -1.7652  -2.8066  1.7349
H  1.2545  -4.2447  0.6441
H  2.4870  -5.9089  1.9784
H  3.5432  -5.2435  4.1089
H  3.3061  -2.9351  4.9469
H  2.0789  -1.2588  3.6370
H  -0.4874  -2.7127  -1.4296
H  -2.2862  -4.3445  -1.7693
H  -3.7490  -4.9913  0.1069
H  -3.4261  -3.9983  2.3428
H  -1.5813  -2.4003  2.7196

Results
2S+1 ... 1
ΔE to the lowest compared entry with this formula, charge and spin ... 53.2 kJ/mol
Total charge ... +3

Atom charges from the natural (NBO) analysis, given in e for atoms 1 to 4: Ti 1.13; N -0.86; C -0.24; C -0.44



[4]
Below is one molecule with the formula C4H7NO2, with properties calculated with ωB97M-V with the def2-TZVPD basis set.

Element x y z (Å)
C  1.4000  1.7112  -0.0666
N  0.6421  0.9122  0.5207
C  -0.4039  0.1456  -0.1746
C  -0.0653  -1.3862  0.1356
O  -0.6228  0.4240  -1.4847
C  -1.7347  0.2302  0.6486
O  -2.8641  0.4349  0.2796
H  2.0824  2.3287  0.4774
H  1.4470  2.1340  -1.1239
H  -0.4288  -1.8027  1.0408
H  1.1497  -1.4102  0.2399
H  -0.3438  -1.9710  -0.7358
H  -1.5129  0.7338  -1.5114
H  -1.5653  -0.0798  1.7237

Results
SMILES ... C=N[C@](C)(O)C=O
2S+1 ... 1
ΔE to the lowest compared entry with this formula, charge and spin ... 262.3 kJ/mol
Total charge ... 0

Atom charges from the natural (NBO) analysis, given in e for atoms 1 to 4: C -0.03; N -0.42; C 0.26; C -0.63



| no. | E (Ha) |
| --- | --- |
| 1 | -5371.76318 |
| 2 | -5271.36582 |
| 3 | -3332.25661 |
| 4 | -361.78096 |